Entry 1:
{
  "formula": "C10H27N3NiO6",
  "method": "ωB97M-V with the def2-TZVPD basis set",
  "symbols": ["Ni", "C", "C", "N", "C", "C", "C", "C", "C", "O", "C", "H", "H", "H", "H", "H", "H", "H", "H", "H", "H", "H", "H", "H", "H", "H", "H", "H", "H", "H", "H", "O", "H", "C", "N", "O", "O", "H", "H", "H", "C", "N", "O", "O", "H", "H", "H"],
  "xyz": [[-1.936243, 1.620126, -2.084762], [-2.308891, -0.016180, 1.266308], [-1.042797, 0.027416, 2.236622], [0.351072, 0.434766, 1.592754], [1.334693, 0.455381, 2.726429], [0.809552, -0.533344, 0.473645], [0.616217, -2.040939, 0.799360], [0.038920, 1.781673, 0.913532], [1.291523, 2.638188, 0.614799], [2.416974, 1.902439, 0.256691], [3.436029, 2.810612, -0.168895], [-2.489193, 0.986319, 0.878243], [-3.140353, -0.463277, 1.811168], [-2.136426, -0.540430, 0.326357], [-0.752588, -0.874259, 2.775928], [-1.176011, 0.704431, 3.080431], [2.295110, 0.641720, 2.245832], [1.360496, -0.516307, 3.219636], [1.005939, 1.166862, 3.483936], [1.848515, -0.218060, 0.377499], [0.253931, -0.300373, -0.434717], [1.227648, -2.282316, 1.668830], [1.009112, -2.591817, -0.055203], [-0.415915, -2.382075, 0.879571], [-0.566947, 2.408860, 1.567476], [-0.452617, 1.553282, -0.032166], [1.486284, 3.254776, 1.492275], [1.037571, 3.385387, -0.137070], [3.754715, 3.253242, 0.774818], [3.210282, 3.514825, -0.969665], [4.244535, 2.208079, -0.582881], [-1.568537, 0.444598, -1.333440], [-1.657669, -0.470475, -1.002927], [0.613798, -0.144580, -3.373217], [1.161827, -1.204474, -2.535256], [2.056856, -0.844365, -1.800443], [0.666990, -2.340254, -2.626175], [-0.338695, 0.252637, -3.022390], [0.532538, -0.658979, -4.330769], [1.251735, 0.721944, -3.547168], [-2.160525, -2.259279, -1.010723], [-3.518014, -2.896133, -1.157110], [-3.537924, -3.925833, -1.748493], [-4.495830, -2.360909, -0.577397], [-2.386045, -1.294324, -0.556732], [-1.668810, -2.062809, -1.963465], [-1.562830, -2.945773, -0.411075]],
  "atomic_forces_ev_per_a": [[-4.22, 12.02, -7.79], [2.04, 0.53, 0.99], [0.69, -0.36, -0.59], [-3.16, 0.09, -0.34], [0.06, 0.01, -0.60], [-0.44, -0.60, 1.32], [0.78, 0.97, -0.22], [1.99, 0.24, 0.04], [-0.51, 0.10, 0.85], [-0.78, 0.07, -1.23], [1.29, -0.92, 0.64], [-0.55, 0.18, 0.80], [-0.06, 0.23, -0.20], [0.07, 0.34, 2.89], [-0.70, -0.57, -0.56], [-0.26, 0.51, -0.42], [0.05, 0.35, 0.60], [-0.12, -0.09, -0.29], [0.31, 0.28, -0.29], [-0.20, -0.51, -0.46], [0.32, 0.34, 0.47], [-0.30, -0.37, 0.02], [0.29, 0.02, 0.05], [0.22, 0.42, 0.61], [-0.27, -0.36, 0.01], [0.10, -0.04, 0.81], [0.30, -0.01, 0.38], [-0.24, -0.03, -0.42], [0.45, 0.74, -0.46], [-0.78, 0.15, 0.30], [0.03, -0.10, 0.30], [3.57, -10.35, 6.43], [0.43, 0.25, -0.92], [-0.25, 0.27, -2.36], [0.04, -0.50, 0.69], [0.20, -0.94, -0.21], [0.73, 1.86, 0.37], [0.24, -0.90, -0.12], [-0.63, 0.36, -0.18], [0.55, -0.44, 0.60], [-0.67, -0.36, -0.68], [-1.55, 0.82, 1.11], [-0.04, -0.55, -0.50], [2.23, -0.43, -1.07], [-0.79, -2.26, 0.06], [-0.26, -0.82, -0.33], [-0.19, 0.33, -0.09]],
  "lowdin_spin": [1.446, 0.008, 0.001, 0.000, 0.000, 0.006, 0.000, -0.002, 0.000, 0.000, 0.000, 0.001, 0.001, 0.003, 0.000, 0.000, 0.000, 0.000, 0.000, 0.000, 0.002, 0.000, 0.000, 0.000, 0.000, -0.002, 0.000, 0.000, 0.000, 0.000, 0.000, 0.508, 0.014, 0.005, 0.000, 0.000, 0.000, 0.004, 0.000, 0.000, 0.001, 0.000, 0.000, 0.000, 0.000, 0.001, 0.000],
  "total_charge": 2,
  "e_homo_ha": [-0.602, -0.602],
  "orbital_gap_ev": [6.72, 5.83],
  "s_squared": 2.008,
  "max_force_ha_per_bohr": 0.29042,
  "multiplicity": 3
}

Entry 2:
{
  "formula": "C10H27N4O4PRuS2",
  "method": "ωB97M-V with the def2-TZVPD basis set",
  "symbols": ["Ru", "N", "C", "C", "N", "C", "C", "N", "H", "H", "H", "H", "H", "H", "H", "H", "H", "H", "H", "H", "H", "N", "C", "C", "O", "O", "H", "H", "H", "H", "C", "C", "O", "P", "S", "S", "O", "C", "C", "H", "H", "H", "H", "H", "H", "H", "H", "H", "H"],
  "xyz": [[-0.480446, -0.172525, 0.731276], [0.138576, -2.343987, 0.860373], [-0.628544, -3.103843, 1.868737], [-0.687295, -2.285848, 3.145601], [-1.275620, -0.964654, 2.911645], [-2.711713, -0.850455, 3.170129], [-3.540095, -1.430647, 2.030304], [-3.016732, -0.915855, 0.768754], [1.123255, -2.336937, 1.101383], [0.054693, -2.747551, -0.066659], [-1.625014, -3.267476, 1.466316], [-0.184422, -4.079791, 2.070417], [-1.246481, -2.843040, 3.904153], [0.325610, -2.135608, 3.525172], [-0.744482, -0.258288, 3.407852], [-2.990330, -1.347797, 4.104108], [-2.937414, 0.211611, 3.271084], [-3.480866, -2.518645, 2.027151], [-4.589008, -1.174218, 2.200801], [-3.354245, -1.401156, -0.052481], [-3.250258, 0.064293, 0.658827], [1.957821, -0.184101, 0.022767], [2.815562, -0.421588, 1.182167], [2.075145, -0.157428, 2.482494], [2.639137, -0.422769, 3.531329], [0.882601, 0.341686, 2.362772], [2.233355, -0.694529, -0.805667], [1.908281, 0.796875, -0.240500], [3.726064, 0.179337, 1.197109], [3.136015, -1.464587, 1.197671], [0.760404, 1.458938, -5.737258], [0.252823, 0.614860, -4.594897], [-0.755828, 1.352974, -3.886532], [-0.788934, 1.528674, -2.266612], [-1.286300, 1.844796, 0.782962], [-0.787820, -0.479072, -1.619560], [0.790655, 1.899797, -1.924809], [1.085228, 3.292728, -1.756563], [2.131972, 3.427425, -0.678669], [1.539323, 0.923140, -6.284744], [1.180869, 2.393401, -5.361898], [-0.047224, 1.701480, -6.429917], [1.062479, 0.344579, -3.917444], [-0.204756, -0.305060, -4.961000], [0.174802, 3.832135, -1.475172], [1.437101, 3.695220, -2.709206], [1.762517, 3.005813, 0.259018], [2.366194, 4.481120, -0.508016], [3.053332, 2.916580, -0.964757]],
  "atomic_forces_ev_per_a": [[-0.26, 0.66, 0.06], [-0.19, -0.10, 0.07], [0.10, 0.12, -0.15], [-0.05, 0.13, 0.02], [-0.32, -0.07, 0.04], [0.18, -0.04, -0.05], [0.07, 0.11, -0.10], [-0.10, -0.09, -0.02], [0.04, -0.02, 0.00], [0.01, -0.03, -0.01], [-0.02, 0.00, -0.04], [0.06, -0.06, 0.00], [-0.01, 0.00, 0.06], [0.03, -0.01, 0.01], [0.01, -0.01, 0.04], [-0.02, 0.02, 0.10], [0.01, 0.03, -0.02], [0.02, -0.05, -0.01], [-0.07, -0.02, 0.01], [-0.01, -0.06, 0.03], [0.02, 0.04, -0.08], [0.10, 0.28, 0.07], [-0.04, -0.01, -0.42], [-0.49, 0.23, 0.16], [-0.10, 0.00, 0.07], [0.54, -0.27, 0.13], [-0.01, -0.02, -0.02], [0.05, -0.12, -0.03], [0.06, 0.03, -0.03], [0.07, -0.03, -0.04], [0.06, 0.07, -0.11], [-0.13, 0.01, 0.07], [0.13, 0.00, 0.02], [-0.13, -0.03, -0.02], [0.39, -0.64, -0.07], [-0.01, 0.00, 0.18], [-0.07, -0.07, -0.11], [-0.04, -0.02, 0.03], [0.08, 0.13, 0.08], [-0.03, 0.02, 0.00], [0.01, -0.03, -0.01], [0.03, -0.01, 0.04], [0.03, 0.01, 0.05], [-0.02, -0.04, 0.01], [0.00, -0.03, -0.01], [0.02, 0.03, -0.02], [-0.01, 0.03, 0.00], [0.01, -0.07, 0.00], [0.00, -0.01, 0.00]],
  "lowdin_spin": [2.559, 0.012, 0.002, 0.004, 0.078, 0.007, 0.007, 0.080, 0.002, 0.002, 0.000, 0.000, 0.002, 0.000, 0.001, 0.002, 0.004, 0.000, 0.003, 0.002, 0.010, 0.091, 0.005, 0.006, 0.009, 0.076, 0.003, 0.000, 0.002, 0.000, 0.000, 0.004, 0.016, 0.067, 0.849, 0.075, 0.008, 0.005, 0.002, 0.000, 0.000, 0.000, 0.000, 0.000, 0.002, 0.000, 0.003, 0.000, 0.000],
  "e_homo_ha": [-0.277, -0.294],
  "orbital_gap_ev": [7.80, 7.20],
  "s_squared": 6.029,
  "max_force_ha_per_bohr": 0.01471,
  "multiplicity": 5
}

Entry 3:
{
  "formula": "C10H27NO7",
  "method": "ωB97M-V with the def2-TZVPD basis set",
  "symbols": ["N", "C", "C", "C", "O", "C", "H", "H", "H", "H", "H", "H", "H", "H", "H", "O", "C", "C", "O", "H", "H", "H", "H", "H", "H", "O", "C", "C", "O", "H", "H", "H", "H", "H", "H", "O", "C", "C", "O", "H", "H", "H", "H", "H", "H"],
  "xyz": [[-1.118802, 0.148381, 0.667006], [-0.331959, -0.983778, 0.204652], [1.056560, -1.037309, 0.838026], [1.685485, -2.068759, -0.064150], [1.337293, -1.618767, -1.384213], [0.071476, -0.962188, -1.272606], [-0.679288, 1.005681, 0.354190], [-2.030907, 0.141356, 0.231095], [-0.853411, -1.887271, 0.509947], [1.032629, -1.278253, 1.894462], [1.524437, -0.070149, 0.648938], [2.753972, -2.216897, 0.028275], [1.158464, -3.016883, 0.084892], [0.179644, 0.084490, -1.562465], [-0.630129, -1.454300, -1.943604], [-1.787247, 2.638639, -1.002450], [-0.644092, 3.414887, -1.384643], [-1.039409, 4.862913, -1.572460], [-1.618335, 5.380814, -0.385785], [-2.366495, 2.556011, -1.766183], [0.055819, 3.338650, -0.552353], [-0.177204, 3.001950, -2.283582], [-0.162262, 5.467309, -1.802368], [-1.745831, 4.951323, -2.409905], [-2.170916, 4.677174, -0.027532], [-1.087630, 3.025604, 2.636634], [-2.171556, 3.805682, 3.137909], [-2.945046, 2.996992, 4.156019], [-2.099567, 2.565381, 5.206305], [-1.455921, 2.290554, 2.133766], [-1.722968, 4.678136, 3.609997], [-2.827167, 4.140396, 2.326484], [-3.739268, 3.599023, 4.598926], [-3.401558, 2.126872, 3.663886], [-1.269282, 2.303928, 4.790876], [2.166303, -5.711088, -0.867295], [2.312057, -5.132391, -2.168207], [3.528594, -5.699256, -2.863508], [3.448465, -7.110439, -2.965972], [2.868680, -5.368045, -0.307278], [1.410881, -5.405903, -2.715003], [2.367322, -4.041344, -2.103851], [3.609317, -5.300957, -3.874970], [4.434387, -5.416519, -2.308147], [3.074465, -7.421648, -2.133752]],
  "atomic_forces_ev_per_a": [[0.02, 0.02, 0.04], [0.26, 0.30, 0.52], [-0.21, 0.06, -0.23], [-0.65, -0.15, -0.18], [0.26, 0.03, 0.14], [-0.04, -0.24, -0.09], [-0.02, 0.09, -0.08], [-0.11, 0.02, -0.05], [-0.19, -0.20, -0.27], [0.08, 0.00, 0.12], [0.24, 0.10, 0.32], [0.21, 0.14, -0.16], [0.32, -0.29, 0.22], [0.02, 0.10, -0.20], [-0.19, 0.01, -0.04], [0.08, 0.04, 0.03], [-0.07, -0.01, 0.04], [-0.12, 0.04, 0.14], [0.12, -0.01, -0.17], [-0.04, 0.00, -0.04], [0.01, -0.03, 0.01], [0.01, 0.05, -0.01], [0.02, 0.02, -0.01], [0.04, -0.01, -0.03], [-0.05, -0.01, 0.06], [0.01, 0.15, -0.06], [0.08, -0.18, -0.06], [0.02, -0.03, 0.10], [-0.05, 0.10, 0.01], [0.04, -0.20, -0.02], [0.00, 0.03, -0.01], [-0.03, 0.02, 0.03], [-0.03, -0.01, 0.00], [-0.06, 0.05, -0.04], [0.05, -0.05, -0.01], [-0.06, -0.03, -0.09], [0.02, 0.09, 0.11], [0.03, -0.16, 0.07], [-0.03, 0.08, -0.07], [0.04, 0.02, 0.05], [-0.03, 0.00, 0.00], [-0.02, 0.00, -0.07], [0.01, 0.02, -0.01], [0.00, 0.07, -0.04], [0.00, -0.04, 0.06]],
  "lowdin_charge": [0.055, -0.386, -0.124, -0.208, -0.143, -0.153, 0.043, 0.073, 0.144, 0.123, 0.126, 0.121, 0.116, 0.113, 0.122, -0.092, -0.233, -0.249, -0.060, 0.096, 0.123, 0.120, 0.123, 0.118, 0.061, -0.080, -0.239, -0.258, -0.063, 0.057, 0.126, 0.113, 0.120, 0.118, 0.077, -0.076, -0.237, -0.257, -0.064, 0.085, 0.126, 0.105, 0.121, 0.117, 0.076],
  "e_homo_ha": -0.355,
  "orbital_gap_ev": 9.94,
  "max_force_ha_per_bohr": 0.01340,
  "multiplicity": 1
}

Entry 4:
{
  "formula": "C10H28CoN4OS",
  "method": "ωB97M-V with the def2-TZVPD basis set",
  "symbols": ["Co", "N", "C", "C", "N", "C", "C", "N", "C", "C", "N", "H", "H", "H", "H", "H", "H", "H", "H", "H", "H", "H", "H", "H", "H", "H", "H", "H", "H", "C", "C", "S", "O", "C", "C", "H", "H", "H", "H", "H", "H", "H", "H", "H", "H"],
  "xyz": [[0.029723, -0.213620, 0.199057], [1.986413, 0.184660, -0.578400], [2.280221, 1.625746, -0.514344], [1.974354, 2.116476, 0.894934], [0.615160, 1.719897, 1.297336], [0.563872, 1.433744, 2.738385], [1.044522, 0.013247, 3.022536], [0.257236, -0.940006, 2.216227], [-0.359476, 2.754740, 0.919009], [-1.770896, 2.176341, 0.848210], [-1.750355, 0.969541, 0.006499], [2.666939, -0.317299, -0.003181], [2.126753, -0.139230, -1.535173], [1.651537, 2.134265, -1.247393], [3.326706, 1.840880, -0.755364], [2.100123, 3.201770, 0.946756], [2.693634, 1.674292, 1.584823], [-0.464444, 1.532187, 3.080138], [1.172279, 2.146972, 3.304088], [0.946275, -0.190575, 4.094322], [2.095707, -0.102054, 2.751428], [-0.672339, -1.030265, 2.629098], [0.682953, -1.862338, 2.297300], [-0.085913, 3.130853, -0.067888], [-0.338233, 3.591815, 1.625822], [-2.448888, 2.937824, 0.449921], [-2.124255, 1.897214, 1.842394], [-1.798188, 1.241442, -0.974866], [-2.582229, 0.412022, 0.194981], [-3.516168, -1.988486, -2.330416], [-2.330074, -2.849082, -2.719672], [-1.140116, -3.067514, -1.329741], [-0.614829, -1.670012, -0.998649], [0.238271, -3.828556, -2.306178], [0.736667, -5.091130, -1.630438], [-4.347817, -2.177391, -3.003096], [-3.271196, -0.931692, -2.397340], [-3.851493, -2.207344, -1.320702], [-1.817853, -2.436427, -3.587462], [-2.640250, -3.873928, -2.930575], [1.013956, -3.064699, -2.355188], [-0.124454, -4.052873, -3.306799], [1.041630, -4.904649, -0.604298], [1.596266, -5.482808, -2.170511], [-0.032377, -5.859521, -1.625655]],
  "atomic_forces_ev_per_a": [[0.04, 0.23, 0.41], [-0.09, -0.41, -0.14], [0.13, 0.43, 0.27], [0.15, -0.01, -0.36], [-0.03, -0.14, -0.02], [0.20, -0.32, 0.15], [-0.03, 0.43, 0.24], [-0.18, -0.16, -0.20], [-0.36, -0.08, 0.03], [0.29, 0.42, 0.16], [0.05, -0.32, -0.22], [-0.07, 0.05, -0.23], [-0.03, -0.08, 0.18], [0.04, -0.03, -0.01], [-0.17, -0.01, -0.03], [0.04, -0.02, 0.07], [0.01, 0.00, 0.03], [-0.06, 0.03, 0.07], [-0.10, 0.02, 0.02], [0.11, 0.00, -0.16], [-0.04, -0.02, 0.05], [0.14, -0.09, -0.04], [-0.16, 0.04, -0.07], [0.03, 0.08, 0.01], [0.04, 0.04, -0.11], [0.03, -0.13, 0.13], [-0.04, 0.02, -0.10], [-0.15, -0.10, 0.07], [0.09, 0.03, -0.22], [0.08, 0.05, 0.16], [0.15, 0.02, 0.49], [0.13, -0.26, -1.28], [0.08, 0.55, 0.10], [-0.28, -0.20, 0.37], [0.00, -0.07, 0.03], [-0.04, -0.01, -0.07], [0.03, 0.09, 0.02], [-0.15, -0.06, 0.14], [0.25, -0.11, 0.06], [0.07, -0.08, -0.03], [-0.17, 0.15, -0.02], [-0.07, 0.17, -0.05], [0.05, 0.00, 0.12], [0.01, -0.01, -0.04], [-0.02, -0.08, 0.03]],
  "lowdin_spin": [2.735, 0.041, 0.003, 0.002, 0.046, 0.001, 0.002, 0.039, 0.002, 0.002, 0.042, 0.002, 0.002, 0.000, 0.001, 0.001, 0.000, 0.000, 0.001, 0.001, 0.000, 0.002, 0.002, 0.000, 0.001, 0.001, 0.000, 0.002, 0.002, 0.000, 0.003, 0.010, 0.050, 0.001, 0.000, 0.000, 0.000, 0.000, 0.000, 0.001, 0.000, 0.000, 0.000, 0.000, 0.000],
  "total_charge": 2,
  "e_homo_ha": [-0.582, -0.591],
  "orbital_gap_ev": [10.39, 10.25],
  "s_squared": 3.756,
  "max_force_ha_per_bohr": 0.02547,
  "multiplicity": 4
}

Question: What is the formula in the first record?
Answer: C10H27N3NiO6

Question: Look up the multiplicity of the fourth one.
Answer: 4